w) {
  "formula": "C3H8OS2",
  "method": "ωB97M-V with the def2-TZVPD basis set",
  "e_homo_ha": [-0.2900, -0.2932],
  "total_charge": 0,
  "gap_ev": [7.99, 7.68],
  "elements": ["C", "C", "C", "O", "S", "S", "H", "H", "H", "H", "H", "H", "H", "H"],
  "positions_angstrom": [[-0.036, 1.692, -1.044], [1.070, -2.330, 0.840], [-0.019, 1.482, 0.444], [3.059, 1.282, -0.540], [1.552, -1.293, -0.614], [2.333, 0.410, 0.367], [-0.330, 0.758, -1.474], [-0.693, 2.539, -1.256], [1.044, 1.691, -1.252], [1.983, -2.941, 0.994], [0.293, -2.998, 0.514], [0.663, -1.625, 1.596], [-0.668, 0.723, 0.760], [0.208, 2.264, 1.141]],
  "mulliken_charge": [-0.639, -0.765, -0.749, -0.502, -0.092, 0.343, 0.288, 0.321, 0.201, 0.288, 0.317, 0.272, 0.357, 0.359]
}

---

x) {
  "formula": "C3H8OS2",
  "method": "ωB97M-V with the def2-TZVPD basis set",
  "smiles": "CC=O.CSS",
  "e_homo_ha": -0.3315,
  "total_charge": 0,
  "gap_ev": 9.68,
  "elements": ["C", "C", "O", "H", "H", "H", "H", "C", "S", "S", "H", "H", "H", "H"],
  "positions_angstrom": [[-2.320, -0.803, -3.398], [-2.005, 0.393, -2.545], [-2.669, 0.821, -1.643], [-2.060, -0.515, -4.417], [-1.785, -1.698, -3.093], [-3.394, -0.999, -3.360], [-1.087, 0.932, -2.866], [2.543, -0.242, 2.296], [2.238, 1.505, 2.779], [0.922, 1.266, 4.315], [3.323, -0.643, 2.932], [1.611, -0.787, 2.403], [2.930, -0.170, 1.280], [1.753, 0.941, 5.316]],
  "mulliken_charge": [-0.794, 0.162, -0.458, 0.272, 0.268, 0.253, 0.297, -0.737, -0.034, -0.216, 0.288, 0.295, 0.252, 0.153]
}

---

x) (0.0910 hartree below the next structure)

---

w) {
  "formula": "C3H8OS2",
  "method": "ωB97M-V with the def2-TZVPD basis set",
  "smiles": "C1CSSC1.O",
  "e_homo_ha": -0.2959,
  "total_charge": 0,
  "gap_ev": 8.52,
  "elements": ["C", "C", "S", "S", "C", "H", "H", "H", "H", "H", "H", "O", "H", "H"],
  "positions_angstrom": [[0.000, 0.000, 0.000], [1.001, -0.015, 1.164], [1.224, 1.693, 1.740], [1.548, 2.179, -0.199], [0.351, 1.113, -0.917], [-0.999, 0.161, 0.450], [-0.038, -0.946, -0.574], [0.689, -0.649, 2.016], [2.003, -0.356, 0.840], [0.911, 0.895, -1.847], [-0.498, 1.772, -1.182], [0.153, 2.714, 6.825], [0.782, 2.314, 6.182], [0.127, 2.079, 7.575]],
  "mulliken_charge": [-0.463, -0.674, -0.114, -0.156, -0.407, 0.270, 0.261, 0.388, 0.336, 0.264, 0.297, -0.642, 0.316, 0.325]
}

---

x) {
  "formula": "C3H8OS2",
  "method": "ωB97M-V with the def2-TZVPD basis set",
  "smiles": "C=CO.CSS",
  "e_homo_ha": -0.3236,
  "total_charge": 0,
  "gap_ev": 9.16,
  "elements": ["C", "C", "O", "H", "H", "H", "H", "C", "S", "S", "H", "H", "H", "H"],
  "positions_angstrom": [[-1.908, 1.635, 0.512], [-0.645, 1.632, 0.914], [-0.196, 2.273, 2.061], [-2.215, 1.511, -0.516], [-2.695, 1.718, 1.257], [0.199, 1.346, 0.280], [-0.184, 1.641, 2.768], [1.693, -1.832, -1.755], [-0.140, -1.870, -1.463], [-0.243, -1.918, 0.606], [1.879, -0.847, -2.195], [2.257, -1.974, -0.841], [1.901, -2.555, -2.535], [0.298, -0.759, 0.907]],
  "mulliken_charge": [-0.537, -0.243, -0.475, 0.256, 0.216, 0.498, 0.289, -0.761, -0.036, -0.147, 0.263, 0.294, 0.301, 0.080]
}

---

w) (0.0497 hartree below the next structure)

---

w) {
  "formula": "C4H6S",
  "method": "ωB97M-V with the def2-TZVPD basis set",
  "smiles": "C=CCC=S",
  "e_homo_ha": -0.3194,
  "total_charge": 0,
  "gap_ev": 8.51,
  "elements": ["C", "C", "C", "C", "S", "H", "H", "H", "H", "H", "H"],
  "positions_angstrom": [[1.670, -1.043, 0.499], [1.244, 0.129, 0.150], [-0.499, 0.658, -0.364], [-2.070, 0.363, 0.017], [-2.650, -1.087, 0.273], [2.733, -1.028, 0.623], [1.201, -2.010, 0.869], [2.045, 0.773, -0.048], [-0.392, 1.736, -0.517], [-0.460, 0.286, -1.470], [-2.821, 1.223, -0.033]],
  "mulliken_charge": [-0.529, -0.180, -0.616, -0.097, -0.222, 0.246, 0.252, 0.280, 0.316, 0.281, 0.269]
}

---

x) {
  "formula": "C4H6S",
  "method": "ωB97M-V with the def2-TZVPD basis set",
  "smiles": "S=C1CCC1",
  "e_homo_ha": -0.3135,
  "total_charge": 0,
  "gap_ev": 8.38,
  "elements": ["S", "C", "C", "C", "C", "H", "H", "H", "H", "H", "H"],
  "positions_angstrom": [[2.696, -0.088, 0.045], [1.087, -0.186, 0.029], [-0.063, -1.042, -0.132], [-1.032, 0.034, 0.129], [0.204, 1.064, -0.103], [-0.151, -1.547, -0.993], [-0.336, -1.839, 0.635], [-2.015, -0.005, -0.306], [-0.983, 0.126, 1.328], [0.254, 2.031, 0.465], [0.339, 1.451, -1.097]],
  "mulliken_charge": [-0.305, 0.158, -0.446, -0.463, -0.634, 0.333, 0.217, 0.380, 0.180, 0.315, 0.264]
}

---

x) (0.0498 hartree below the next structure)

---

w) {
  "formula": "C4H6S",
  "method": "ωB97M-V with the def2-TZVPD basis set",
  "smiles": "C/C=C\\C=S",
  "e_homo_ha": -0.3168,
  "total_charge": 0,
  "gap_ev": 7.84,
  "elements": ["C", "C", "C", "C", "S", "H", "H", "H", "H", "H", "H"],
  "positions_angstrom": [[1.465, 0.353, 1.381], [0.196, -0.577, 1.757], [-0.771, -0.854, 0.851], [-0.969, -0.303, -0.596], [-0.079, 0.552, -1.692], [1.076, 1.258, 1.036], [2.060, 0.090, 0.412], [1.984, 0.656, 2.318], [0.383, -0.952, 2.781], [-1.517, -1.511, 1.036], [-2.255, -0.087, -0.863]],
  "mulliken_charge": [-1.015, 0.036, -0.514, -0.179, -0.201, 0.324, 0.293, 0.308, 0.328, 0.415, 0.206]
}

---

x) {
  "formula": "C4H6S",
  "method": "ωB97M-V with the def2-TZVPD basis set",
  "smiles": "CC=C=CS",
  "e_homo_ha": -0.3329,
  "total_charge": 0,
  "gap_ev": 9.92,
  "elements": ["C", "C", "C", "C", "S", "H", "H", "H", "H", "H", "H"],
  "positions_angstrom": [[-0.300, -1.938, 0.131], [-0.721, -0.554, -0.474], [-0.016, 0.554, -0.263], [0.891, 1.536, -0.039], [1.509, 2.877, 0.906], [-1.149, -2.318, 0.647], [0.521, -1.772, 0.862], [0.031, -2.691, -0.705], [-1.422, -0.531, -1.393], [1.636, 1.318, -0.808], [1.861, 1.735, 1.305]],
  "mulliken_charge": [-0.831, -0.212, 0.400, -0.662, -0.175, 0.283, 0.301, 0.238, 0.256, 0.290, 0.113]
}

---

w) (0.0238 hartree below the next structure)

---

w) {
  "formula": "C4H6S",
  "method": "ωB97M-V with the def2-TZVPD basis set",
  "smiles": "S[C@H]1C=CC1",
  "e_homo_ha": -0.3290,
  "total_charge": 0,
  "gap_ev": 9.92,
  "elements": ["S", "C", "C", "C", "C", "H", "H", "H", "H", "H", "H"],
  "positions_angstrom": [[-2.176, 0.246, 0.331], [-0.492, 0.193, -0.523], [0.344, 1.206, 0.074], [1.393, 0.451, 0.423], [0.415, -0.902, -0.025], [-2.482, -1.036, 0.114], [-0.766, 0.253, -1.522], [0.330, 2.237, 0.262], [2.347, 0.340, 0.746], [0.961, -1.564, -0.778], [0.125, -1.426, 0.898]],
  "mulliken_charge": [-0.297, 0.070, -0.725, -0.417, -0.643, 0.112, 0.424, 0.428, 0.487, 0.262, 0.299]
}

---

x) {
  "formula": "C4H6S",
  "method": "ωB97M-V with the def2-TZVPD basis set",
  "smiles": "C=CSC=C",
  "e_homo_ha": -0.3068,
  "total_charge": 0,
  "gap_ev": 9.44,
  "elements": ["C", "C", "S", "C", "C", "H", "H", "H", "H", "H", "H"],
  "positions_angstrom": [[2.583, 0.184, 0.107], [1.330, 0.458, -0.258], [0.001, -0.676, -0.004], [-1.335, 0.450, 0.263], [-2.580, 0.191, -0.099], [2.845, -0.686, 0.666], [3.395, 0.891, -0.160], [1.081, 1.391, -0.809], [-1.096, 1.345, 0.814], [-3.414, 0.876, 0.135], [-2.822, -0.698, -0.657]],
  "mulliken_charge": [-0.603, -0.129, -0.134, -0.156, -0.596, 0.266, 0.219, 0.316, 0.346, 0.231, 0.241]
}

---

x) (0.0490 hartree below the next structure)